A 11-piece molecular cluster, C66H155FN10 overall, computed with ωB97M-V/def2-TZVPD.

Computed properties:
E_LUMO ... 0.65 eV
HOMO level ... -0.2923 hartree
Relative energy (zero: lowest compared OMol25 entry of this formula, charge and spin) ... 0.0 kcal per mole
F_max ... 2.81 eV Å⁻¹
Charge ... 0
Gap between HOMO and LUMO ... 8.599 eV

Element x y z (Å)
C (0.763111, 5.453228, 2.748169)
C (0.187574, 5.481792, 1.288498)
N (-1.213171, 5.093618, 1.255707)
C (-1.386679, 3.679572, 1.526506)
C (-2.847659, 3.310073, 1.609995)
C (-1.847078, 5.533582, -0.044202)
C (-1.391283, 4.730196, -1.270043)
H (0.375202, 6.225542, 3.412369)
H (1.846454, 5.572190, 2.730254)
H (0.503311, 4.514831, 3.238074)
H (0.295528, 6.450522, 0.800648)
H (0.810782, 4.852531, 0.653095)
H (-0.877940, 3.023567, 0.820138)
H (-0.905413, 3.414150, 2.467793)
H (-3.304642, 3.391275, 0.623756)
H (-3.008560, 2.258739, 1.848549)
H (-3.358406, 3.941883, 2.336661)
H (-1.755949, 6.600460, -0.248096)
H (-2.934220, 5.475685, 0.009360)
H (-1.933847, 5.167203, -2.108340)
H (-1.710840, 3.689702, -1.212083)
H (-0.322012, 4.774616, -1.476922)
C (1.851207, -0.640737, -3.441388)
C (0.909419, -1.892727, -3.568347)
N (0.292788, -2.052129, -4.864361)
C (-0.397469, -0.866541, -5.392296)
C (-1.529567, -0.383860, -4.468670)
C (-0.587863, -3.256965, -5.005056)
C (0.234503, -4.535704, -4.880292)
H (2.473745, -0.633995, -2.546682)
H (1.350212, 0.325088, -3.506771)
H (2.473465, -0.711881, -4.333491)
H (1.432057, -2.833956, -3.397897)
H (0.112807, -1.736260, -2.841005)
H (0.303333, -0.053373, -5.581326)
H (-0.690573, -1.156697, -6.401251)
H (-2.301128, -1.153666, -4.455265)
H (-1.269149, -0.089408, -3.452012)
H (-2.053183, 0.480218, -4.877676)
H (-1.093888, -3.306922, -5.969185)
H (-1.326656, -3.199178, -4.205718)
H (0.897003, -4.598719, -5.743549)
H (-0.403244, -5.419128, -4.849450)
H (0.896990, -4.588085, -4.016298)
C (1.029585, -8.214046, -3.111805)
C (2.263129, -7.359173, -3.466458)
N (3.031550, -6.951272, -2.274866)
C (4.269640, -6.288120, -2.740534)
C (5.184927, -7.214887, -3.514719)
C (2.325642, -6.052276, -1.354495)
C (2.989502, -5.777477, -0.009204)
H (0.451110, -8.473217, -3.998539)
H (0.309046, -7.616075, -2.553815)
H (1.262700, -9.106303, -2.530738)
H (2.920378, -7.933843, -4.119042)
H (1.893245, -6.476952, -3.988925)
H (4.018065, -5.449229, -3.389444)
H (4.822350, -5.945664, -1.865695)
H (5.288673, -8.209536, -3.081096)
H (4.771121, -7.318985, -4.517733)
H (6.173528, -6.757743, -3.556960)
H (1.423369, -6.549609, -0.998589)
H (1.991319, -5.113549, -1.796208)
H (3.880938, -5.155637, -0.091366)
H (3.175826, -6.705217, 0.531815)
H (2.261720, -5.252449, 0.609487)
C (2.120535, 3.581978, -3.456943)
C (2.352650, 4.725358, -4.422608)
N (3.254043, 5.776445, -3.956372)
C (2.728679, 6.452007, -2.775191)
C (1.429938, 7.291356, -3.026840)
C (3.686345, 6.655031, -5.058874)
C (4.651938, 7.779624, -4.578378)
H (1.454919, 3.811451, -2.624849)
H (3.070088, 3.282753, -3.013177)
H (1.591352, 2.779147, -3.970300)
H (2.832805, 4.246291, -5.275865)
H (1.413942, 5.154556, -4.772929)
H (2.431177, 5.624303, -2.131371)
H (3.609036, 6.952650, -2.372153)
H (1.043259, 7.723088, -2.103702)
H (1.735462, 8.074963, -3.720186)
H (0.587156, 6.775487, -3.486956)
H (2.842314, 7.055666, -5.620303)
H (3.996145, 5.966600, -5.845125)
H (5.509536, 7.368773, -4.045629)
H (4.148636, 8.457090, -3.888585)
H (4.836660, 8.369762, -5.475994)
C (-3.811721, 1.392257, -1.623874)
C (-4.535395, 0.499675, -2.582489)
N (-5.934388, 0.623752, -2.394271)
C (-6.671150, 0.364460, -3.651569)
C (-8.142218, 0.848694, -3.394853)
C (-6.439631, -0.218693, -1.283595)
C (-6.221667, -1.765423, -1.443580)
H (-3.990305, 2.446026, -1.837850)
H (-2.767566, 1.222544, -1.886628)
H (-3.917709, 1.028719, -0.601764)
H (-4.351380, 0.809122, -3.611313)
H (-4.200664, -0.526392, -2.430003)
H (-6.314000, 0.952503, -4.497001)
H (-6.724782, -0.669204, -3.993274)
H (-8.184273, 1.906148, -3.133864)
H (-8.697650, 0.803739, -4.331641)
H (-8.744963, 0.257268, -2.705635)
H (-7.509266, -0.099857, -1.110803)
H (-5.905865, 0.161361, -0.412540)
H (-5.201445, -2.145392, -1.389949)
H (-6.774554, -2.145178, -2.302774)
H (-6.668321, -2.314911, -0.614927)
C (-0.922936, -0.943123, 9.335277)
C (-0.529408, -1.443847, 7.932299)
N (-1.456690, -1.011020, 6.855068)
C (-1.222150, 0.345447, 6.378067)
C (-1.662692, 0.588314, 5.009882)
C (-2.864707, -1.382733, 6.956147)
C (-3.136875, -2.901304, 7.029062)
H (-0.855280, 0.144469, 9.309192)
H (-0.310148, -1.275040, 10.173383)
H (-1.904713, -1.220067, 9.719348)
H (0.449096, -1.121341, 7.576469)
H (-0.643778, -2.523167, 8.032721)
H (-1.776553, 0.958668, 7.088490)
H (-0.155346, 0.548598, 6.471591)
H (-1.494991, 1.636851, 4.763841)
H (-1.050590, -0.032529, 4.355671)
H (-2.715743, 0.376061, 4.825112)
H (-3.372266, -1.073117, 6.042572)
H (-3.389518, -0.777113, 7.694996)
H (-2.903828, -3.318837, 8.008579)
H (-2.465102, -3.453651, 6.371998)
H (-4.167701, -3.039497, 6.702891)
C (3.887455, 0.163129, 6.616844)
C (3.787060, 1.453893, 5.744222)
N (4.406895, 1.270768, 4.379176)
C (3.507516, 0.418392, 3.535748)
C (4.243873, -0.040767, 2.305129)
C (4.819609, 2.578429, 3.808324)
C (3.583300, 3.458718, 3.505875)
H (4.896758, -0.247120, 6.649972)
H (3.217206, -0.635942, 6.300063)
H (3.625649, 0.363461, 7.655802)
H (2.813323, 1.935916, 5.657077)
H (4.429149, 2.106620, 6.335641)
H (3.165796, -0.449043, 4.100439)
H (2.600123, 0.916306, 3.193974)
H (3.686916, -0.834188, 1.806756)
H (4.273887, 0.750324, 1.555887)
H (5.246544, -0.425222, 2.492064)
H (5.449104, 2.275970, 2.971449)
H (5.481403, 3.079084, 4.515064)
H (2.962729, 2.961302, 2.760509)
H (3.795785, 4.328779, 2.884639)
H (2.985353, 3.713921, 4.380768)
C (-5.408137, -5.404128, -0.023933)
C (-4.946456, -5.955379, -1.373586)
N (-3.524142, -6.216281, -1.439292)
C (-3.226236, -7.191824, -2.528792)
C (-3.405375, -6.691448, -4.026617)
C (-2.737819, -5.021953, -1.344891)
C (-1.210760, -5.138629, -1.396771)
H (-6.489139, -5.387124, 0.114719)
H (-5.124522, -4.359434, 0.103744)
H (-4.927005, -5.949372, 0.788059)
H (-5.515777, -6.867940, -1.550231)
H (-5.262296, -5.305334, -2.189537)
H (-2.246221, -7.623256, -2.325008)
H (-3.913917, -8.034907, -2.462382)
H (-4.438408, -6.353557, -4.108948)
H (-2.730041, -5.864658, -4.246701)
H (-3.178195, -7.490575, -4.732233)
H (-2.972862, -4.531743, -0.400141)
H (-2.968531, -4.293426, -2.122135)
H (-0.736963, -4.181316, -1.179563)
H (-0.875161, -5.528657, -2.357673)
H (-0.819344, -5.773046, -0.601532)
C (4.902688, 3.049643, -0.169249)
C (4.847070, 4.503960, -0.378648)
N (5.421141, 5.268793, 0.722722)
C (6.789704, 4.857761, 1.149775)
C (7.862850, 4.574979, 0.011189)
C (5.262612, 6.726604, 0.628621)
C (5.012875, 7.312601, 2.009589)
H (4.258695, 2.789605, 0.670840)
H (5.904159, 2.702249, 0.084672)
H (4.557751, 2.495725, -1.042349)
H (5.212532, 4.771839, -1.370007)
H (3.788554, 4.748425, -0.289885)
H (7.204062, 5.581806, 1.851320)
H (6.646324, 3.973678, 1.771022)
H (7.917194, 5.380994, -0.720583)
H (8.854965, 4.489248, 0.454419)
H (7.668409, 3.747134, -0.670695)
H (4.493827, 7.101721, -0.046925)
H (6.203293, 7.087516, 0.212727)
H (5.817022, 7.094982, 2.712501)
H (4.049985, 6.980646, 2.397856)
H (4.935640, 8.399813, 2.020084)
C (1.575497, 1.106417, -0.061780)
C (0.242149, 0.458724, -0.337857)
N (-0.170225, -0.446384, 0.714090)
C (-1.597163, -0.616571, 0.771808)
C (-2.217354, -1.351204, -0.420592)
C (0.574525, -1.763535, 0.685538)
C (0.270760, -2.612010, 1.956245)
H (1.575940, 1.632447, 0.892885)
H (1.819071, 1.751969, -0.905615)
H (2.383080, 0.375104, -0.094944)
H (-0.480412, 1.274509, -0.360303)
H (0.251978, -0.075575, -1.287878)
H (-1.805735, -1.184011, 1.678789)
H (-2.111986, 0.337164, 0.887716)
H (-3.290785, -1.393982, -0.236157)
H (-2.090308, -0.780848, -1.340720)
H (-1.834281, -2.361717, -0.562800)
H (1.643745, -1.637972, 0.514990)
H (0.315514, -2.345053, -0.199257)
H (0.582375, -2.024687, 2.819988)
H (0.860357, -3.528296, 1.986258)
H (-0.776985, -2.901292, 2.037784)
F (-6.923821, 0.471675, 2.542256)
C (-6.256642, -0.664036, 2.697967)
C (-6.889401, -1.808272, 2.261882)
C (-6.260334, -3.032051, 2.331114)
C (-5.006180, -3.147131, 2.929882)
C (-4.356020, -1.967558, 3.399343)
C (-5.018251, -0.726789, 3.306473)
H (-7.828509, -1.670929, 1.746496)
H (-6.796644, -3.874919, 1.920812)
H (-4.557426, -4.115531, 3.094877)
H (-3.390366, -1.958971, 3.882896)
H (-4.617852, 0.136161, 3.817737)

Cartesian forces, eV/Å:
-0.263 0.209 -0.786
0.314 0.141 1.076
-0.393 1.053 -1.158
-0.193 -0.302 0.414
-0.253 -0.333 -0.420
0.160 -0.903 0.469
-0.584 0.388 -0.023
-0.250 0.232 -0.346
0.013 -0.164 -0.029
0.300 -0.076 -0.133
-0.118 0.343 0.436
0.227 -0.637 -0.068
0.161 -0.035 -0.578
-0.053 0.307 0.154
-0.241 0.348 0.044
0.234 -0.049 0.397
-0.120 -0.038 -0.113
0.847 0.106 0.466
-0.071 -0.521 0.345
0.176 -0.073 -0.327
0.128 -0.084 0.073
0.003 0.060 0.100
-0.215 -1.147 -1.187
-0.280 0.971 0.366
-0.244 -0.022 -1.999
0.546 -0.030 0.745
-0.808 0.019 -1.037
1.424 0.367 1.289
0.201 0.016 -0.239
-0.118 -0.274 -0.004
-0.347 -0.171 0.132
0.467 0.243 0.096
0.201 0.364 0.537
-0.169 -0.462 0.729
0.293 -0.002 0.299
-0.692 0.146 0.125
-0.043 -0.106 0.434
0.403 -0.308 -0.040
0.154 0.199 -0.237
0.051 0.545 0.005
-0.490 -0.298 0.112
-0.032 -0.149 -0.129
-0.046 -0.044 -0.080
-0.304 0.173 0.154
-0.124 0.604 -0.036
-0.828 -0.476 1.116
0.732 0.535 -0.186
-0.156 -0.909 0.720
-0.075 0.111 -0.352
-0.711 -1.046 0.631
0.171 0.143 -0.192
0.333 -0.277 -0.250
0.105 0.035 0.348
0.115 0.032 -0.107
-0.105 0.142 0.069
0.130 0.212 -0.398
0.002 0.516 -0.015
-0.206 0.232 -0.010
-0.136 0.079 0.199
0.481 -0.153 -0.155
0.028 -0.071 -0.260
-0.310 -0.182 -0.643
0.105 0.360 -0.442
0.093 -0.149 0.219
0.385 -0.050 -0.204
-0.001 0.279 -0.048
-0.467 0.282 0.597
0.605 0.011 -0.355
-0.076 -0.242 -0.330
-1.050 -0.962 -0.626
1.277 0.417 0.017
-0.454 -0.459 0.846
-1.237 -0.842 -0.802
-0.023 0.325 0.119
0.018 -0.360 -0.201
0.410 -0.241 -0.117
0.041 0.245 -0.324
-0.385 -0.049 -0.142
0.373 0.223 0.522
-0.655 0.539 0.505
0.191 0.160 0.029
-0.392 0.387 0.088
0.310 -0.456 0.009
-0.627 0.862 0.359
1.286 0.068 0.155
0.223 0.104 -0.467
-0.182 -0.090 0.013
0.788 0.024 0.190
1.513 -0.348 -0.623
0.126 0.232 0.051
-2.175 -0.995 -0.981
-2.235 0.975 1.392
0.116 -0.112 -1.280
0.928 -0.749 -0.224
-0.469 0.223 0.565
-0.410 -0.050 0.569
0.481 0.236 0.316
-0.245 0.621 0.117
0.408 -0.114 0.001
0.280 -0.278 -0.322
0.463 0.135 0.300
0.345 -0.370 0.142
0.268 -0.103 0.397
-0.025 -0.166 -0.252
0.358 0.012 0.177
0.194 0.457 -0.117
-0.182 -0.257 0.291
0.184 0.354 -0.587
0.395 0.018 -0.303
-0.319 0.342 0.335
0.474 1.069 0.216
-2.191 -0.375 0.173
0.715 -1.115 -0.438
-0.403 -0.757 2.464
-0.090 0.266 -1.632
0.462 -0.184 -0.696
0.608 0.748 0.333
-0.194 0.174 0.358
0.682 -0.125 -0.369
-0.372 -0.059 -0.778
0.145 -0.320 0.529
0.640 -0.250 -0.600
0.113 1.006 0.053
0.013 0.125 0.078
0.002 0.045 -0.194
-0.135 0.032 -0.371
0.075 0.004 0.073
0.288 0.116 -0.230
-0.174 -0.235 0.774
-0.554 0.028 0.203
-0.069 0.251 -0.413
0.018 -0.417 0.376
-0.855 0.126 -0.402
1.737 -1.001 -0.179
-1.088 -0.343 1.708
1.080 0.635 0.225
-0.182 -0.302 -0.830
-1.178 -0.835 0.217
0.620 -0.168 -1.449
0.076 0.244 -0.363
-0.010 -0.056 -0.141
-0.141 0.276 0.022
-0.385 -0.386 0.333
0.051 0.633 -0.465
0.279 0.125 0.302
-0.290 0.337 0.168
-0.118 -0.198 0.062
0.341 0.132 0.054
0.003 0.174 0.189
-0.267 0.657 -0.505
-0.027 -0.139 0.168
-0.430 -0.556 0.341
0.581 0.526 0.604
0.194 0.020 -0.085
0.429 0.678 -0.032
-0.689 0.054 0.367
-0.213 -1.799 -0.616
0.071 0.680 -0.584
0.498 0.045 1.643
0.917 0.790 0.055
-0.203 -0.729 0.424
-0.053 -0.414 -0.224
0.188 0.075 -0.058
-0.140 -0.187 0.027
0.338 -0.338 0.018
-0.144 0.551 -0.152
0.219 0.218 -0.300
-0.128 0.086 0.507
0.063 -0.026 -0.397
-0.062 0.145 -0.022
-0.212 -0.063 0.078
-0.194 -0.008 0.062
-0.489 0.322 -0.427
-0.174 0.247 -0.419
0.167 0.116 0.005
-0.135 -0.410 -0.032
0.259 -1.472 0.579
-0.649 1.303 0.557
0.569 -0.107 0.191
-0.169 -0.477 -1.077
-0.750 0.766 0.242
0.940 -0.179 0.366
-0.137 0.535 0.147
-0.018 -0.143 0.063
0.003 -0.148 -0.144
-0.015 0.030 -0.049
0.180 0.278 -0.257
-0.210 0.313 -0.704
-0.136 0.296 -0.245
0.243 -0.273 -0.156
-0.020 0.581 0.308
-0.051 -0.209 -0.009
-0.171 -0.495 0.611
-0.268 -0.704 -0.147
0.184 0.619 -0.067
-0.128 -0.336 0.040
0.122 -0.361 0.129
0.109 0.186 -0.389
0.526 -0.420 -0.683
-0.020 -0.012 0.510
1.362 -0.815 0.529
-0.266 -0.939 -0.001
-0.321 0.338 0.146
-1.151 0.186 0.337
0.741 0.637 -0.564
0.056 0.079 -0.090
-0.059 0.506 0.149
0.069 -0.121 0.395
-0.322 -0.124 -0.302
-0.010 0.208 -0.508
-0.248 0.065 0.054
0.280 0.241 0.006
-0.160 -0.245 -0.084
0.142 -0.121 -0.079
-0.033 0.048 0.055
0.054 0.536 0.606
-0.472 -0.157 -0.332
-0.284 0.004 0.183
0.064 -0.030 -0.242
0.048 0.123 -0.007
-0.055 0.952 0.163
0.218 -1.181 0.271
0.045 0.430 -0.809
0.161 -0.062 0.408
0.574 1.258 0.413
-1.560 -0.230 -0.443
0.278 -0.479 0.256
-0.213 -0.181 0.086
0.185 -0.255 0.156
0.147 -0.032 -0.217
0.091 -0.368 0.042
0.171 0.226 -0.329